33
Properties=species:S:1:pos:R:3:forces:R:3 method="wB97M-V/def2-TZVPD" charge=-1 molar_mass_g_mol=382.4 largest_force_ev_per_a=3.3 homo_energy_ev=-4.21 energy_ha=-1983.55143 orbital_gap_ev=5.5
O -3.600 -1.115 0.178 -0.772 1.717 -1.520
N -3.970 -0.216 -0.607 -1.657 -1.873 2.122
C -2.954 0.417 -1.383 1.591 0.241 -0.573
C -1.671 -0.070 -1.237 -0.218 0.041 -0.462
N -0.721 0.430 -2.078 0.310 0.676 -0.474
N 0.584 0.031 -2.199 0.116 0.821 -0.590
N 1.129 0.816 -3.092 -2.066 -0.191 0.757
N 0.232 1.729 -3.586 -0.551 -0.726 0.876
C -0.932 1.487 -2.952 1.317 -0.639 0.323
C -2.232 2.049 -3.019 -0.120 -0.153 -0.008
C -3.240 1.486 -2.279 0.171 0.174 -0.163
O -5.168 0.114 -0.737 2.044 -0.078 -0.190
H -1.397 -0.861 -0.554 0.077 0.028 0.134
H -2.351 2.893 -3.687 -0.289 -0.132 0.110
H -4.271 1.822 -2.341 0.220 0.076 0.005
C 3.415 -2.334 1.047 -0.069 0.014 0.127
C 2.203 -2.392 1.731 0.122 0.263 0.018
C 1.520 -1.204 1.959 -0.302 -0.349 0.019
C 2.003 -0.001 1.498 0.116 0.338 -0.269
C 3.213 0.072 0.821 -0.059 -0.159 0.171
C 3.921 -1.109 0.602 0.005 0.112 0.113
S 0.879 1.393 1.688 -1.070 -2.043 0.777
O 1.385 2.280 2.711 0.496 0.852 -0.509
O 0.616 1.894 0.351 0.454 0.825 -0.075
C -0.423 0.479 2.262 -0.119 -0.194 -0.529
S -0.126 -1.133 2.685 0.862 2.292 -0.690
O -0.925 -2.056 1.915 -0.403 -0.899 0.288
O -0.033 -1.273 4.120 -0.222 -1.040 0.265
H 3.965 -3.255 0.866 -0.035 0.186 -0.023
H 1.778 -3.330 2.079 0.097 0.092 -0.098
H 3.577 1.037 0.482 -0.011 -0.184 -0.079
H 4.878 -1.066 0.086 -0.174 -0.070 0.038
H -1.286 0.986 2.669 0.139 -0.020 0.110

***

41
Properties=species:S:1:pos:R:3:forces:R:3 method="wB97M-V/def2-TZVPD" charge=-1 molar_mass_g_mol=705.8 largest_force_ev_per_a=3.1 homo_energy_ev=-6.32 energy_ha=-9416.84229 orbital_gap_ev=8.4
N 4.819 -4.482 -1.489 -0.453 2.283 -1.110
C 4.504 -3.427 -1.926 0.546 -2.854 1.012
O 4.093 -2.326 -2.384 -0.067 0.351 0.108
Ga 3.476 -1.105 -1.047 -0.076 0.866 0.928
Br 5.415 -0.115 0.005 -0.260 -0.258 -0.320
Br 2.361 -2.379 0.637 0.154 0.114 -0.380
C 2.417 0.404 -1.838 0.009 -0.631 -0.384
C 0.989 0.079 -2.324 0.419 0.364 0.472
C -0.100 0.352 -1.260 1.127 -0.901 -1.879
F 0.442 0.337 -0.051 -0.211 0.190 1.047
F -0.633 1.564 -1.514 -0.500 0.686 0.252
C -1.198 -0.730 -1.357 0.237 -0.098 0.601
F -0.632 -1.881 -1.009 0.266 -0.650 0.166
F -1.568 -0.848 -2.642 -0.473 0.207 -0.469
C -2.429 -0.531 -0.407 0.609 0.730 -0.358
F -2.536 -1.534 0.449 -0.274 -0.689 0.224
F -2.177 0.561 0.339 -0.086 0.500 0.167
C -3.781 -0.234 -1.107 -0.528 -0.147 0.661
F -4.564 0.356 -0.201 -0.313 -0.091 0.513
F -3.632 0.638 -2.079 0.325 0.298 -0.689
S -4.741 -1.748 -1.712 -0.537 0.541 -0.799
F -3.436 -2.610 -1.776 0.493 -0.353 0.162
F -4.538 -1.324 -3.219 0.256 -0.004 -0.334
F -6.085 -0.903 -1.704 -0.188 0.149 0.022
F -5.030 -2.187 -0.237 0.200 -0.197 0.560
F -5.553 -2.996 -2.214 -0.237 -0.290 -0.030
H 2.449 1.265 -1.185 -0.035 0.120 0.333
H 2.971 0.705 -2.725 0.209 0.011 -0.138
H 0.964 -0.945 -2.674 -0.271 -0.211 -0.047
H 0.765 0.733 -3.158 -0.343 -0.011 -0.259
N 2.426 1.387 2.835 -0.049 0.084 0.051
C 2.953 2.424 3.479 0.075 -0.030 -0.054
C 2.233 3.248 4.331 -0.023 -0.014 -0.006
C 0.886 2.980 4.520 -0.041 0.030 0.033
C 0.320 1.906 3.854 0.046 0.039 0.023
C 1.133 1.142 3.027 -0.005 -0.158 -0.100
H 4.009 2.596 3.297 0.003 0.033 0.026
H 2.715 4.077 4.832 0.019 0.000 -0.008
H 0.287 3.601 5.176 0.002 0.001 -0.001
H -0.727 1.661 3.972 -0.003 -0.021 -0.019
H 0.736 0.288 2.487 -0.020 0.010 0.022

***

33
Properties=species:S:1:pos:R:3:forces:R:3 method="wB97M-V/def2-TZVPD" charge=+1 molar_mass_g_mol=610.7 largest_force_ev_per_a=1.3 homo_energy_ev="-12.65 / -12.72" energy_ha=-3272.63043 multiplicity=2 orbital_gap_ev="7.5 / 7.5" s2=0.757
Re -0.681 -0.221 -0.877 -0.576 1.134 0.119
O -1.263 -0.910 1.079 0.134 -0.164 0.362
C -1.601 0.225 1.943 -0.076 -0.074 0.032
C -0.655 1.360 1.628 0.030 0.012 -0.043
N -0.759 1.655 0.173 0.105 -0.034 0.085
C -2.068 2.310 -0.138 0.125 0.079 0.082
C -3.126 1.285 -0.481 -0.124 -0.618 -0.396
O -4.294 1.468 -0.351 0.052 0.114 0.089
O -2.603 0.159 -1.027 -0.264 0.044 0.356
C 0.363 2.467 -0.354 -0.066 -0.080 0.235
C 0.495 2.169 -1.829 0.097 0.157 -0.389
O 0.908 2.898 -2.658 -0.029 -0.055 0.063
O 0.101 0.864 -2.133 0.581 0.123 -0.588
H -0.531 -1.408 1.475 -0.072 -0.087 0.032
H -2.640 0.453 1.716 -0.027 0.005 0.051
H -1.544 -0.080 2.985 0.075 -0.073 -0.026
H -0.885 2.241 2.233 -0.064 0.019 -0.070
H 0.372 1.058 1.827 -0.020 0.003 0.037
H -2.401 2.919 0.701 0.024 0.076 -0.030
H -1.944 2.959 -1.007 -0.021 -0.023 -0.009
H 0.215 3.533 -0.188 0.002 0.015 -0.028
H 1.288 2.147 0.126 0.017 0.003 0.021
Cl 2.662 0.045 1.244 -0.023 -0.045 -0.057
C 2.239 -1.347 0.299 0.054 0.004 -0.014
C 1.053 -1.364 -0.431 0.095 -0.210 0.376
C 0.830 -2.531 -1.131 -0.252 -0.064 -0.153
Cl -0.730 -2.394 -1.981 0.108 -0.263 -0.161
C 1.626 -3.651 -1.196 -0.018 -0.027 -0.072
Cl 1.166 -5.012 -2.117 0.046 0.032 0.038
C 2.815 -3.583 -0.467 0.032 -0.004 0.019
Cl 3.882 -4.911 -0.489 0.016 -0.007 0.005
C 3.122 -2.432 0.276 0.003 0.009 0.006
Cl 4.587 -2.371 1.152 0.036 -0.003 0.026

***

27
Properties=species:S:1:pos:R:3:forces:R:3 method="wB97M-V/def2-TZVPD" charge=+2 molar_mass_g_mol=345.9 de_lowest_kcal_mol=28.2 largest_force_ev_per_a=5.4 homo_energy_ev="-16.97 / -16.97" energy_ha=-990.98666 orbital_gap_ev="5.0 / 5.0"
Sn -0.996 0.318 -0.628 2.735 -0.603 -1.722
O 1.504 0.835 2.569 -1.586 -0.561 -2.158
C 0.783 0.853 1.571 2.773 3.249 3.249
N -0.023 -0.078 1.069 -0.755 0.203 0.047
C 0.189 -1.349 1.397 0.648 -4.634 2.625
O 0.784 -1.839 2.357 -1.007 1.585 -1.984
C -0.441 -2.284 0.408 -0.035 -0.681 0.573
C -0.388 -3.657 0.628 -0.036 0.532 -0.420
C -0.974 -4.504 -0.308 -0.022 0.047 -0.020
C -1.587 -3.955 -1.429 0.294 0.431 0.123
C -1.590 -2.574 -1.568 -0.692 0.058 -0.899
N -1.034 -1.727 -0.683 -1.301 -3.250 1.115
C 0.744 2.110 0.754 0.289 0.515 0.670
C 1.467 3.225 1.170 -0.280 -0.374 -0.489
C 1.422 4.377 0.390 -0.041 -0.023 -0.027
C 0.661 4.378 -0.774 0.032 -0.537 0.046
C -0.026 3.221 -1.113 -0.590 0.431 -0.868
N -0.004 2.091 -0.383 0.454 3.260 1.627
H 0.102 -4.044 1.515 0.032 0.229 -0.064
H -0.948 -5.578 -0.160 -0.061 0.079 -0.011
H -2.052 -4.584 -2.178 0.025 0.170 -0.025
H -2.054 -2.096 -2.425 -0.064 -0.211 -0.022
H 2.050 3.181 2.083 -0.085 -0.203 -0.099
H 1.976 5.259 0.692 -0.092 -0.037 -0.020
H 0.604 5.256 -1.404 -0.063 -0.153 -0.050
H -0.632 3.169 -2.011 0.050 0.215 0.011
H 0.463 -0.004 -1.540 -0.623 0.263 -1.208

***

23
Properties=species:S:1:pos:R:3:forces:R:3 method="wB97M-V/def2-TZVPD" molar_mass_g_mol=216.2 de_lowest_kcal_mol=57.1 largest_force_ev_per_a=2.6 homo_energy_ev="-8.01 / -8.00" energy_ha=-1202.04400 orbital_gap_ev="6.0 / 6.1"
S -3.638 -1.733 -1.337 2.213 0.820 -0.378
C -2.640 -3.103 -1.248 -0.119 0.435 -0.162
C -1.291 -3.144 -1.421 -0.113 -0.444 -0.242
C -0.499 -1.974 -1.603 -0.778 0.373 0.276
C -0.924 -0.695 -1.563 -1.992 -1.538 0.447
P 0.208 0.574 -2.027 0.058 0.424 -0.178
C 0.194 1.430 -0.399 -0.123 -0.040 -0.247
C 1.332 1.877 0.253 -0.040 0.025 -0.091
C 1.210 2.486 1.492 0.090 0.058 0.064
C -0.037 2.668 2.062 -0.011 0.065 0.033
C -1.177 2.263 1.385 -0.027 0.024 0.066
C -1.063 1.640 0.159 0.134 0.098 0.041
C 1.486 -0.708 -1.808 -0.119 -0.250 -0.162
C 0.958 -1.940 -1.679 0.522 0.348 0.019
H -3.165 -4.012 -0.988 0.077 -0.211 0.180
H -0.784 -4.095 -1.356 0.049 -0.111 0.004
H 2.307 1.758 -0.196 0.098 -0.076 -0.003
H 2.094 2.819 2.016 0.072 0.015 0.028
H -0.125 3.133 3.031 0.003 0.077 0.125
H -2.154 2.418 1.816 -0.092 0.015 0.076
H -1.939 1.288 -0.364 -0.129 -0.008 0.029
H 2.540 -0.494 -1.878 0.116 0.011 0.092
H 1.538 -2.848 -1.606 0.112 -0.112 -0.017

***

55
Properties=species:S:1:pos:R:3:forces:R:3 method="wB97M-V/def2-TZVPD" charge=-1 molar_mass_g_mol=974.6 largest_force_ev_per_a=8.8 homo_energy_ev="-6.47 / -6.17" energy_ha=-12817.64447 multiplicity=2 orbital_gap_ev="7.8 / 7.4" s2=0.761
Cu -0.604 -0.977 1.674 0.161 -0.980 -0.635
C -0.828 -1.665 -2.389 0.808 0.933 -0.998
F -0.999 -1.159 -3.626 -0.072 0.009 -0.176
F -1.944 -2.279 -2.075 0.039 0.055 0.369
F 0.179 -2.523 -2.457 -0.155 -0.208 0.412
S -0.430 -0.107 -1.342 -2.454 -1.085 2.580
O 0.080 0.908 -2.208 0.403 -0.459 -0.116
O -1.683 0.131 -0.678 -0.219 -0.045 -0.444
N 0.531 -0.618 -0.035 -0.639 0.695 -2.707
S 1.980 -0.262 -0.548 2.940 0.306 0.946
O 2.324 -0.863 -1.813 -0.093 -0.009 0.350
O 2.321 1.132 -0.361 0.103 -0.334 0.109
C 3.075 -1.189 0.732 -1.336 0.809 -1.783
F 4.288 -1.299 0.185 0.336 -0.050 0.269
F 3.167 -0.503 1.863 0.131 -0.376 0.297
F 2.567 -2.396 0.909 0.249 -0.159 0.598
C -1.179 -3.645 1.175 -5.183 4.243 5.719
O -1.772 -2.720 0.526 0.886 -1.081 -2.442
O -1.940 -4.531 1.737 1.612 -1.582 -2.171
O -0.379 -3.145 2.059 2.641 -0.733 -0.386
C 0.818 3.538 4.712 -1.477 0.405 0.470
C 2.091 2.812 5.021 -1.192 1.620 0.141
O 1.791 1.565 4.463 0.938 -0.189 -0.176
C 1.015 1.797 3.360 -0.374 0.369 0.217
O 0.820 1.004 2.515 -0.366 -0.373 -0.305
O 0.489 3.059 3.407 0.636 -0.506 -0.024
F 2.247 2.778 6.368 0.422 -0.600 -0.179
H 0.810 4.622 4.782 0.351 0.002 -0.436
H 0.033 3.178 5.387 0.143 0.012 0.152
H 2.897 3.377 4.544 0.676 -0.831 0.166
C 0.082 3.552 -0.540 -1.548 1.651 -0.140
C -0.598 4.935 -0.710 0.970 -0.515 0.981
O -1.598 4.924 0.278 0.009 0.321 -1.202
C -1.961 3.618 0.443 -0.292 -0.473 1.381
O -2.909 3.280 1.077 -0.088 0.141 -0.310
O -1.042 2.803 -0.055 0.428 -0.309 -0.457
F -1.115 4.982 -1.976 -0.418 0.337 0.085
H 0.824 3.562 0.252 0.477 -0.216 -0.451
H 0.330 3.290 -1.561 0.614 -0.885 0.383
H 0.032 5.807 -0.549 -0.033 0.057 -0.107
C -4.552 -3.577 -3.701 0.493 -0.902 -0.916
C -5.935 -4.215 -3.881 1.171 -0.245 0.427
O -6.351 -3.782 -5.143 -0.504 -0.252 0.118
C -5.314 -3.216 -5.821 0.552 -0.513 0.088
O -5.329 -2.967 -6.977 -0.314 0.350 -0.304
O -4.236 -3.112 -5.032 -0.508 0.948 0.403
F -6.837 -3.888 -2.927 -0.168 0.440 -0.084
H -3.814 -4.374 -3.628 -0.016 0.097 1.015
H -4.476 -2.837 -2.909 0.034 0.234 -0.241
H -5.778 -5.294 -3.806 -0.696 -0.125 -0.457
C 7.630 -0.736 1.828 0.384 0.668 0.138
Br 7.886 -2.000 3.281 -0.227 0.502 -0.424
Br 8.611 -1.287 0.259 -0.212 0.121 0.257
Br 8.098 1.119 2.344 0.053 -0.724 -0.047
H 6.588 -0.609 1.568 -0.072 -0.569 0.049

***

Repeat the first record exactly.
33
Properties=species:S:1:pos:R:3:forces:R:3 method="wB97M-V/def2-TZVPD" charge=-1 molar_mass_g_mol=382.4 largest_force_ev_per_a=3.3 homo_energy_ev=-4.21 energy_ha=-1983.55143 orbital_gap_ev=5.5
O -3.600 -1.115 0.178 -0.772 1.717 -1.520
N -3.970 -0.216 -0.607 -1.657 -1.873 2.122
C -2.954 0.417 -1.383 1.591 0.241 -0.573
C -1.671 -0.070 -1.237 -0.218 0.041 -0.462
N -0.721 0.430 -2.078 0.310 0.676 -0.474
N 0.584 0.031 -2.199 0.116 0.821 -0.590
N 1.129 0.816 -3.092 -2.066 -0.191 0.757
N 0.232 1.729 -3.586 -0.551 -0.726 0.876
C -0.932 1.487 -2.952 1.317 -0.639 0.323
C -2.232 2.049 -3.019 -0.120 -0.153 -0.008
C -3.240 1.486 -2.279 0.171 0.174 -0.163
O -5.168 0.114 -0.737 2.044 -0.078 -0.190
H -1.397 -0.861 -0.554 0.077 0.028 0.134
H -2.351 2.893 -3.687 -0.289 -0.132 0.110
H -4.271 1.822 -2.341 0.220 0.076 0.005
C 3.415 -2.334 1.047 -0.069 0.014 0.127
C 2.203 -2.392 1.731 0.122 0.263 0.018
C 1.520 -1.204 1.959 -0.302 -0.349 0.019
C 2.003 -0.001 1.498 0.116 0.338 -0.269
C 3.213 0.072 0.821 -0.059 -0.159 0.171
C 3.921 -1.109 0.602 0.005 0.112 0.113
S 0.879 1.393 1.688 -1.070 -2.043 0.777
O 1.385 2.280 2.711 0.496 0.852 -0.509
O 0.616 1.894 0.351 0.454 0.825 -0.075
C -0.423 0.479 2.262 -0.119 -0.194 -0.529
S -0.126 -1.133 2.685 0.862 2.292 -0.690
O -0.925 -2.056 1.915 -0.403 -0.899 0.288
O -0.033 -1.273 4.120 -0.222 -1.040 0.265
H 3.965 -3.255 0.866 -0.035 0.186 -0.023
H 1.778 -3.330 2.079 0.097 0.092 -0.098
H 3.577 1.037 0.482 -0.011 -0.184 -0.079
H 4.878 -1.066 0.086 -0.174 -0.070 0.038
H -1.286 0.986 2.669 0.139 -0.020 0.110

***

Repeat the second record exactly.
41
Properties=species:S:1:pos:R:3:forces:R:3 method="wB97M-V/def2-TZVPD" charge=-1 molar_mass_g_mol=705.8 largest_force_ev_per_a=3.1 homo_energy_ev=-6.32 energy_ha=-9416.84229 orbital_gap_ev=8.4
N 4.819 -4.482 -1.489 -0.453 2.283 -1.110
C 4.504 -3.427 -1.926 0.546 -2.854 1.012
O 4.093 -2.326 -2.384 -0.067 0.351 0.108
Ga 3.476 -1.105 -1.047 -0.076 0.866 0.928
Br 5.415 -0.115 0.005 -0.260 -0.258 -0.320
Br 2.361 -2.379 0.637 0.154 0.114 -0.380
C 2.417 0.404 -1.838 0.009 -0.631 -0.384
C 0.989 0.079 -2.324 0.419 0.364 0.472
C -0.100 0.352 -1.260 1.127 -0.901 -1.879
F 0.442 0.337 -0.051 -0.211 0.190 1.047
F -0.633 1.564 -1.514 -0.500 0.686 0.252
C -1.198 -0.730 -1.357 0.237 -0.098 0.601
F -0.632 -1.881 -1.009 0.266 -0.650 0.166
F -1.568 -0.848 -2.642 -0.473 0.207 -0.469
C -2.429 -0.531 -0.407 0.609 0.730 -0.358
F -2.536 -1.534 0.449 -0.274 -0.689 0.224
F -2.177 0.561 0.339 -0.086 0.500 0.167
C -3.781 -0.234 -1.107 -0.528 -0.147 0.661
F -4.564 0.356 -0.201 -0.313 -0.091 0.513
F -3.632 0.638 -2.079 0.325 0.298 -0.689
S -4.741 -1.748 -1.712 -0.537 0.541 -0.799
F -3.436 -2.610 -1.776 0.493 -0.353 0.162
F -4.538 -1.324 -3.219 0.256 -0.004 -0.334
F -6.085 -0.903 -1.704 -0.188 0.149 0.022
F -5.030 -2.187 -0.237 0.200 -0.197 0.560
F -5.553 -2.996 -2.214 -0.237 -0.290 -0.030
H 2.449 1.265 -1.185 -0.035 0.120 0.333
H 2.971 0.705 -2.725 0.209 0.011 -0.138
H 0.964 -0.945 -2.674 -0.271 -0.211 -0.047
H 0.765 0.733 -3.158 -0.343 -0.011 -0.259
N 2.426 1.387 2.835 -0.049 0.084 0.051
C 2.953 2.424 3.479 0.075 -0.030 -0.054
C 2.233 3.248 4.331 -0.023 -0.014 -0.006
C 0.886 2.980 4.520 -0.041 0.030 0.033
C 0.320 1.906 3.854 0.046 0.039 0.023
C 1.133 1.142 3.027 -0.005 -0.158 -0.100
H 4.009 2.596 3.297 0.003 0.033 0.026
H 2.715 4.077 4.832 0.019 0.000 -0.008
H 0.287 3.601 5.176 0.002 0.001 -0.001
H -0.727 1.661 3.972 -0.003 -0.021 -0.019
H 0.736 0.288 2.487 -0.020 0.010 0.022